Molecular formula: C41H107BeN8O12
Method: DFT, wB97M-V/def2-TZVPD

Cartesian coordinates (Å):
Be: 6.88732 -4.01185 0.63739
C: 1.18402 -0.33739 -1.36844
C: 2.20782 -0.49603 -0.24695
C: 1.53317 -1.23426 0.92637
O: 3.47841 -1.10316 -0.53657
H: 0.85105 -1.31083 -1.72849
H: 1.49832 0.31606 -2.18227
H: 0.21826 0.03584 -1.02771
H: 2.42708 0.50897 0.11362
H: 0.64824 -0.67920 1.23768
H: 2.23656 -1.37331 1.74735
H: 1.21436 -2.21221 0.56571
C: -3.25416 3.70518 5.58973
O: -2.93287 2.29936 5.65535
C: -1.58504 2.12497 6.11865
C: -1.39056 0.64295 6.37269
N: -2.00072 0.29718 7.61547
C: -1.98400 -1.13530 7.92018
C: -0.54290 -1.76026 8.03847
O: -0.48505 -3.09408 8.55542
C: -1.17643 -3.44184 9.72175
H: -2.45080 4.20536 5.04888
H: -3.33095 4.16160 6.57659
H: -4.19372 3.90186 5.07335
H: -1.41223 2.79445 6.96129
H: -0.83998 2.36642 5.36057
H: -0.31767 0.45880 6.42828
H: -1.76729 0.03783 5.54806
H: -2.96455 0.59785 7.58838
H: -2.51369 -1.78201 7.22069
H: -2.46506 -1.26279 8.88993
H: 0.10226 -1.04168 8.54394
H: -0.16484 -1.84173 7.01938
H: -1.19740 -2.59235 10.40441
H: -0.76344 -4.37860 10.09594
H: -2.19444 -3.69496 9.42563
C: -10.52931 1.58492 -5.25742
O: -9.86556 0.54564 -5.90380
C: -10.69609 -0.63066 -5.91024
C: -10.01432 -1.82687 -6.57440
N: -8.75023 -2.09808 -5.88323
C: -7.79973 -2.80162 -6.73582
C: -6.43747 -3.04097 -5.99289
O: -5.90630 -1.68895 -5.88726
C: -4.57684 -1.61398 -5.43061
H: -9.88129 2.46127 -5.27083
H: -10.50505 1.34813 -4.19372
H: -11.53675 1.76008 -5.63490
H: -11.68446 -0.60862 -6.36930
H: -10.91557 -1.00884 -4.91179
H: -9.85758 -1.50833 -7.60497
H: -10.59722 -2.74788 -6.58283
H: -8.49607 -1.12653 -5.77559
H: -7.71305 -2.34112 -7.71996
H: -8.27438 -3.76573 -6.91827
H: -5.76055 -3.73418 -6.49222
H: -6.39829 -3.40188 -4.96512
H: -4.36684 -2.35026 -4.65480
H: -4.44609 -0.56150 -5.17905
H: -3.99726 -1.69420 -6.35026
C: 4.43876 -3.97238 -10.83349
O: 3.75309 -3.49405 -9.67100
C: 3.45927 -4.45360 -8.62860
C: 2.65213 -3.88770 -7.50758
N: 3.33899 -2.98004 -6.61767
C: 3.90209 -1.76242 -7.18887
C: 2.92185 -0.85321 -7.89477
O: 3.62679 0.39270 -8.21820
C: 2.84065 1.25663 -8.99604
H: 5.46736 -4.23354 -10.58476
H: 4.47790 -3.14844 -11.54601
H: 3.97309 -4.87214 -11.23560
H: 4.35885 -4.91006 -8.21571
H: 2.89103 -5.16953 -9.22245
H: 2.25191 -4.75481 -6.98219
H: 1.81635 -3.33349 -7.93470
H: 3.16024 -3.05711 -5.62660
H: 4.77706 -1.99243 -7.79685
H: 4.23255 -1.20650 -6.31147
H: 2.04360 -0.62211 -7.29197
H: 2.66413 -1.34877 -8.83076
H: 3.46080 2.02838 -9.45200
H: 2.09621 1.78514 -8.40057
H: 2.35276 0.77251 -9.84203
C: 6.06094 -4.36906 6.81796
C: 5.99288 -3.46360 5.57618
C: 7.35024 -2.84663 5.23925
O: 7.28608 -2.12024 4.00548
C: 6.77064 -0.80869 4.17441
N: 5.56838 -4.36785 4.50552
H: 6.50979 -3.75302 7.59715
H: 6.63235 -5.29175 6.71678
H: 5.04034 -4.68723 7.03063
H: 5.31185 -2.61487 5.63898
H: 8.04973 -3.68035 5.30018
H: 7.70238 -2.20423 6.04636
H: 6.98309 -0.23228 3.27401
H: 7.43670 -0.29217 4.86555
H: 5.75796 -0.64200 4.54158
H: 4.61773 -4.60676 4.74904
H: 6.12945 -5.19995 4.61915
C: -2.99801 -7.94834 5.25976
C: -1.99836 -7.40390 4.29892
C: -2.37240 -6.11269 3.53981
O: -3.28290 -6.36398 2.51214
C: -3.99430 -5.13603 2.10870
N: -0.72624 -7.07713 5.01083
H: -2.67422 -8.84067 5.79548
H: -3.95293 -8.27827 4.85063
H: -3.33793 -7.13978 5.90690
H: -1.76934 -8.18225 3.57103
H: -1.48097 -5.53361 3.29872
H: -2.82763 -5.47341 4.29623
H: -4.76987 -5.48846 1.42871
H: -3.39600 -4.33238 1.67942
H: -4.54981 -4.73709 2.95743
H: -0.83879 -6.61430 5.90146
H: -0.39682 -7.97913 5.32386
C: 5.92879 5.54792 -2.20310
C: 5.24233 5.11750 -3.46517
C: 5.32551 6.04679 -4.70659
O: 5.01552 7.46517 -4.45721
C: 4.62854 8.25033 -5.55319
N: 5.63217 3.78632 -3.80586
H: 7.01537 5.61268 -2.26010
H: 5.84628 4.75669 -1.45795
H: 5.64599 6.54869 -1.87665
H: 4.17405 5.02281 -3.27044
H: 4.78694 5.59179 -5.53787
H: 6.37960 5.98176 -4.97635
H: 4.38487 9.21325 -5.10428
H: 3.73220 7.95200 -6.09694
H: 5.44965 8.49078 -6.22852
H: 5.11422 3.55035 -4.64021
H: 5.23678 3.10226 -3.17671
C: -5.84331 1.89449 -0.87573
C: -5.42010 3.30098 -0.54807
C: -3.91856 3.39833 -0.78555
O: -3.33836 4.57776 -0.29259
C: -1.94484 4.66381 -0.66668
N: -6.09253 4.11077 -1.56778
H: -5.57388 1.53576 -1.86912
H: -6.93039 1.81784 -0.85355
H: -5.47607 1.27386 -0.05839
H: -5.72160 3.54442 0.47073
H: -3.59523 3.17279 -1.80177
H: -3.41005 2.57477 -0.28428
H: -1.22054 4.30372 0.06395
H: -1.85536 5.74523 -0.56362
H: -1.71783 4.41816 -1.70409
H: -5.99245 3.57385 -2.41737
H: -5.54647 4.95382 -1.67352
C: 3.41896 6.22277 3.95297
C: 2.73364 6.49773 5.32732
C: 3.31023 5.69274 6.48174
O: 3.33037 4.30485 6.22631
C: 3.77968 3.55250 7.37194
N: 2.91383 7.90554 5.53492
H: 3.18693 5.24040 3.54163
H: 4.50424 6.32019 3.98087
H: 3.06926 6.95178 3.22198
H: 1.67024 6.32134 5.16561
H: 2.70545 5.99242 7.33764
H: 4.31688 6.07595 6.64882
H: 3.07994 3.73247 8.18806
H: 4.79497 3.81726 7.66720
H: 3.87698 2.48257 7.18785
H: 2.61263 8.50280 4.77818
H: 2.41009 8.30777 6.31245

Results
Kohn-Sham gap: 0.05410 hartree
total charge: +1
relative energy (zero: lowest compared OMol25 entry of this formula, charge and spin): 10.314 eV
multiplicity: 1
E_tot: -81117.852 eV